17
Properties=species:S:1:pos:R:3 method="wB97M-V/def2-TZVPD" total_charge=0 e_homo_ha=-0.3198 smiles=CC[C@H]1CN1C homo_lumo_gap_ev=9.9 multiplicity=1
C 2.02606 -0.97839 -0.18049
C 1.17281 0.21987 -0.49394
C 0.10991 0.40775 0.60783
C -0.86245 1.53364 0.84341
N -1.01706 0.65452 -0.25412
C -1.89655 -0.45172 -0.38586
H 2.64933 -0.77077 0.68712
H 1.36537 -1.82408 0.06042
H 2.62922 -1.26756 -1.04302
H 1.69888 1.15351 -0.69484
H 0.64999 -0.00914 -1.44500
H -0.02097 -0.37627 1.38434
H -0.60335 2.56609 0.62395
H -1.60691 1.39541 1.62913
H -1.35074 -1.22896 -0.94984
H -2.75594 -0.14105 -0.97286
H -2.18761 -0.88286 0.58376

***

17
Properties=species:S:1:pos:R:3 method="wB97M-V/def2-TZVPD" total_charge=0 e_homo_ha=-0.2933 smiles="CCC/C=C/N" homo_lumo_gap_ev=9.2 multiplicity=1
C 0.46144 -0.38190 2.22289
C -0.74106 0.31511 1.60418
C -0.33190 1.26083 0.46527
C -0.16997 0.62632 -0.91089
C 0.15954 -0.63306 -1.19255
N 0.57979 -1.03158 -2.49370
H 0.94955 0.06665 3.08312
H 1.26686 -0.52597 1.49748
H 0.16231 -1.41248 2.44211
H -1.50600 -0.38073 1.25532
H -1.26582 0.93109 2.33757
H -1.03836 2.07357 0.27640
H 0.64394 1.70742 0.69242
H -0.18586 1.37711 -1.69714
H 0.40199 -1.35132 -0.42344
H 0.39418 -0.35951 -3.20454
H 0.31957 -1.98441 -2.62540

***

17
Properties=species:S:1:pos:R:3 method="wB97M-V/def2-TZVPD" total_charge=0 e_homo_ha=-0.3348 smiles=CCN1C[C@H]1C homo_lumo_gap_ev=10.4 multiplicity=1
C 1.54967 0.27392 1.55813
C 0.16665 0.80660 1.22120
N -0.05357 0.66853 -0.20826
C -1.40669 0.81483 -0.69524
C -0.74278 -0.52465 -0.65385
C -0.09977 -1.29499 -1.78752
H 1.77780 0.39992 2.62083
H 1.61922 -0.79144 1.30988
H 2.30016 0.80719 0.96680
H -0.60380 0.27270 1.80938
H 0.09556 1.86852 1.48557
H -2.16699 1.02539 0.06324
H -1.54650 1.36976 -1.62152
H -1.14956 -1.17723 0.12506
H -0.79528 -1.98987 -2.26942
H 0.72473 -1.89592 -1.37977
H 0.33117 -0.63325 -2.54450

***

17
Properties=species:S:1:pos:R:3 method="wB97M-V/def2-TZVPD" total_charge=0 e_homo_ha="-0.2603 / -0.2603" homo_lumo_gap_ev="8.1 / 8.1" multiplicity=1
C -1.99138 0.38501 -1.10494
C -1.35506 0.11835 0.22285
N -0.52442 -0.85789 0.40138
C 0.37409 -1.69999 -0.37048
C 0.32835 -1.60693 1.10956
C 1.84449 1.29981 0.60905
H -1.95640 1.45071 -1.35996
H -1.47721 -0.17040 -1.89617
H -3.04801 0.08774 -1.11764
H 0.81305 1.09464 0.31751
H -1.60538 0.70137 1.10504
H -0.06863 -2.57076 -0.85274
H 1.06682 -1.12460 -0.99875
H 1.04539 -1.21083 1.81606
H 2.49673 0.51392 0.21857
H 1.91756 1.32168 1.69957
H 2.14003 2.26817 0.20108

***

17
Properties=species:S:1:pos:R:3 method="wB97M-V/def2-TZVPD" total_charge=0 e_homo_ha=-0.3258 smiles=CCN1C[C@H]1C homo_lumo_gap_ev=10.0 multiplicity=1
C 1.14443 -1.47482 0.97695
C 1.52345 -0.46599 -0.10721
N 0.47807 0.43312 -0.60533
C 0.00322 1.47801 0.27799
C -0.88880 0.36039 -0.12117
C -2.00351 0.50837 -1.12719
H 2.05317 -1.96847 1.33663
H 0.65451 -1.00536 1.83834
H 0.47712 -2.24863 0.58226
H 2.33961 0.16993 0.25665
H 1.92402 -1.01975 -0.96493
H 0.36127 1.49030 1.31087
H -0.09722 2.46453 -0.17301
H -1.09932 -0.35542 0.67459
H -2.92061 0.86047 -0.64013
H -2.22467 -0.45094 -1.60942
H -1.72473 1.22427 -1.90588

***

17
Properties=species:S:1:pos:R:3 method="wB97M-V/def2-TZVPD" total_charge=0 e_homo_ha=-0.3075 smiles="C=CCN(C)C" homo_lumo_gap_ev=9.5 multiplicity=1
C -1.34587 1.83368 1.38200
C -0.95787 1.43270 0.17592
C 0.43673 0.99522 -0.18787
N 0.38159 -0.41778 -0.52126
C 0.22595 -1.25953 0.64265
C 1.35415 -0.86700 -1.48969
H -2.39246 2.00028 1.62635
H -0.62318 1.96980 2.18563
H -1.68233 1.24617 -0.61721
H 1.14439 1.21861 0.63711
H 0.79964 1.53400 -1.07263
H 0.40618 -2.30425 0.37260
H 0.92031 -0.98706 1.46009
H -0.79473 -1.17821 1.03484
H 1.06374 -1.85357 -1.87087
H 2.39735 -0.92794 -1.12584
H 1.32629 -0.17261 -2.33561

***

17
Properties=species:S:1:pos:R:3 method="wB97M-V/def2-TZVPD" total_charge=0 e_homo_ha=-0.2710 homo_lumo_gap_ev=5.6 multiplicity=1
C -0.20573 -1.55146 1.23846
N 0.11286 -1.20075 -1.80668
C 0.19224 -0.06189 -0.91290
C 0.19441 -0.15814 0.72681
C 0.20501 1.07223 1.47040
C -0.34591 1.25562 -1.44050
H -0.02875 -1.41270 2.31001
H 0.46911 -2.28807 0.80564
H -1.25194 -1.82354 1.06152
H 1.23376 -0.25743 -1.22675
H -0.82832 -1.31598 -2.21068
H -0.72479 1.44326 1.89474
H 1.26337 -0.12409 1.00994
H 1.09245 1.65609 1.67859
H 0.30538 2.06360 -1.07875
H -0.35751 1.24523 -2.52869
H -1.32563 1.45803 -0.99115

***

17
Properties=species:S:1:pos:R:3 method="wB97M-V/def2-TZVPD" total_charge=0 e_homo_ha=-0.3251 smiles=CCN1C[C@H]1C homo_lumo_gap_ev=10.0 multiplicity=1
C -1.92055 0.48814 -1.11126
C -1.03970 0.48976 0.12202
N -0.47334 -0.78926 0.50956
C 0.50005 -1.43621 -0.34959
C 0.93654 -0.73476 0.89218
C 1.77982 0.54539 0.81445
H -2.09230 1.53231 -1.39919
H -1.41323 -0.00791 -1.94554
H -2.88735 0.00668 -0.94967
H -0.23880 1.20160 -0.06812
H -1.58113 0.85794 0.99864
H 0.39909 -2.52203 -0.41371
H 0.80437 -0.96888 -1.28815
H 1.15617 -1.32628 1.78192
H 2.77177 0.31261 0.42348
H 1.88494 0.99338 1.80725
H 1.41364 1.35752 0.17573

***

17
Properties=species:S:1:pos:R:3 method="wB97M-V/def2-TZVPD" total_charge=0 e_homo_ha=-0.3210 smiles=CN1CC1(C)C homo_lumo_gap_ev=9.8 multiplicity=1
C 1.83784 -0.09397 -0.62951
N 0.85924 0.61907 0.13416
C 0.35061 0.38500 1.44842
C -0.50429 0.15288 0.22572
C -1.34801 1.16277 -0.54988
C -0.87949 -1.32626 0.07672
H 1.75361 -1.18936 -0.58856
H 1.67116 0.21404 -1.67087
H 2.84495 0.21381 -0.33974
H 0.24733 1.25087 2.10140
H 0.65779 -0.52582 1.97297
H -2.27357 0.75474 -0.96496
H -0.71817 1.45827 -1.39929
H -1.55258 2.07967 0.00593
H -1.51474 -1.63950 0.91471
H -1.43149 -1.53794 -0.84306
H -0.00019 -1.97827 0.10585

***

17
Properties=species:S:1:pos:R:3 method="wB97M-V/def2-TZVPD" total_charge=0 e_homo_ha="-0.3305 / -0.2942" homo_lumo_gap_ev="8.8 / 8.2" multiplicity=1
C 1.55530 0.55581 0.17063
C 1.43176 -0.80759 -0.48645
N 2.59708 -0.79984 -1.23204
H 2.51407 -0.09423 -1.96863
H 1.42179 -1.61291 0.25344
H 0.34909 0.67399 0.51072
H 1.60659 1.40460 -0.51363
H 2.25964 0.64085 0.99687
C -1.65904 -0.75376 1.13233
C -1.18431 0.33294 0.25343
C -1.79291 1.19874 -0.51886
H 0.40767 -0.74797 -0.97884
H -1.28926 -0.63397 2.15358
H -2.75697 -0.76753 1.16503
H -1.31645 -1.72799 0.77800
H -1.26406 1.94699 -1.09779
H -2.87999 1.19187 -0.61778

***

17
Properties=species:S:1:pos:R:3 method="wB97M-V/def2-TZVPD" total_charge=0 e_homo_ha=-0.2976 smiles=C[C@@H]1C[C@@H](C)N1 homo_lumo_gap_ev=9.3 multiplicity=1
C 0.04431 2.12724 -0.98757
C 0.47366 0.80468 -0.42190
C -0.22917 -0.51892 -0.95041
C -0.50380 -0.86263 0.51688
C 0.18678 -1.99172 1.32971
N 0.03663 0.40882 0.85324
H -0.23364 1.77600 -1.97708
H -0.89869 2.47806 -0.41094
H 0.76035 3.05355 -1.10546
H 1.68774 0.78334 -0.33685
H -1.16538 -0.53092 -1.50086
H 0.43090 -1.16652 -1.55508
H -1.52385 -0.91072 0.68646
H -0.19923 -2.06124 2.34544
H 1.20583 -1.62099 1.30819
H 0.23905 -2.98033 0.88682
H -0.31149 1.21229 1.31940

***

17
Properties=species:S:1:pos:R:3 method="wB97M-V/def2-TZVPD" total_charge=0 e_homo_ha=-0.3229 smiles="CC/C=C(/C)N" homo_lumo_gap_ev=9.8 multiplicity=1
C 1.24881 -1.31371 -1.89165
C 0.11303 -0.53389 -1.23037
C 0.46457 0.04213 0.10362
C -0.39954 0.70970 0.86849
C -0.23569 0.90525 2.32840
N -1.70583 1.12727 0.39833
H 2.19905 -0.80354 -1.74455
H 1.36349 -2.26404 -1.36497
H 1.05216 -1.53801 -2.93468
H -0.77603 -1.17216 -1.12939
H -0.28524 0.23203 -1.90691
H 1.45404 -0.04146 0.54931
H -0.28823 1.94230 2.67466
H -1.00852 0.36118 2.88069
H 0.69962 0.49938 2.71337
H -1.58091 1.51734 -0.53336
H -2.31479 0.33021 0.21901

***

17
Properties=species:S:1:pos:R:3 method="wB97M-V/def2-TZVPD" total_charge=0 e_homo_ha=-0.2977 smiles="C=CCN(C)C" homo_lumo_gap_ev=9.2 multiplicity=1
C 1.46469 -2.17787 0.30335
C 0.23570 -1.67883 0.26508
C -0.19273 -0.36657 0.86423
N -0.46106 0.54684 -0.22556
C 0.71405 1.19948 -0.74418
C -1.68736 1.29878 -0.25116
H 1.72043 -3.08025 -0.24282
H 2.25726 -1.68852 0.86511
H -0.53243 -2.16364 -0.33546
H 0.58735 0.01693 1.54862
H -1.10225 -0.49988 1.46247
H 0.42784 2.01251 -1.41767
H 1.34951 1.63018 0.05132
H 1.32908 0.49008 -1.31131
H -1.96806 1.48182 -1.29470
H -1.65053 2.27260 0.26543
H -2.49149 0.70635 0.19723

***

17
Properties=species:S:1:pos:R:3 method="wB97M-V/def2-TZVPD" total_charge=0 e_homo_ha=-0.3076 smiles=CN1CCCC1 homo_lumo_gap_ev=9.6 multiplicity=1
C -1.28668 1.60131 0.49905
N -0.14226 0.78043 0.14898
C 0.17489 -0.24461 1.14250
C 0.91157 -1.36750 0.38221
C 0.84709 -0.98883 -1.10554
C -0.23076 0.11286 -1.11696
H -1.03475 2.55361 0.95332
H -1.99395 1.61053 -0.32963
H -1.86914 1.16321 1.32497
H -0.70691 -0.68070 1.62766
H 0.85811 0.14810 1.88863
H 1.92400 -1.43342 0.77076
H 0.47307 -2.34098 0.60672
H 1.76489 -0.47302 -1.37935
H 0.55814 -1.81451 -1.70939
H -1.18378 -0.42366 -1.29405
H -0.09307 0.75053 -1.99104

***

Q: Which maximum force values were calculated for the entries above? A: 0.02502 0.04099 0.00620 0.00751 0.00536 0.00494 0.12895 0.00943 0.00651 0.03890 0.06968 0.02274 0.00390 0.04227, in hartree/bohr.